(1)
# C54H69O5Sc

A structure of composition C54H69O5Sc at a distorted geometry (the ωB97M-V functional and the def2-TZVPD basis, OMol25).

Multiplicity   1
E   -88062.6681 eV
Energy relative to the best compared isomer or geometry (same formula, charge and spin)   8.4 kcal/mol

XYZ file:
```
129
Properties=species:S:1:pos:R:3:lowdin_charge:R:1
Sc 0.0439 0.3147 0.0444 0.87
O 0.0672 0.5512 -1.7842 -0.34
O -2.1607 0.3660 0.3015 -0.22
O 0.0455 -1.1990 1.1093 -0.14
O 0.0020 1.9822 0.8337 -0.12
O 2.2206 0.4663 0.3595 -0.22
C 3.6525 1.4101 6.6060 -0.04
C 4.8940 3.2839 5.5398 -0.07
C 2.6683 0.8188 1.6497 -0.17
C 0.0346 -1.6772 2.3393 -0.26
C -5.9092 0.8284 5.3060 -0.05
C 0.0494 -3.2501 6.4124 -0.56
C -5.0120 3.1392 5.4240 -0.07
C -1.1697 -1.9818 2.9894 -0.12
C 1.2343 -1.9372 3.0237 -0.12
C -0.9523 7.2228 4.1887 -0.05
C 3.8030 1.4976 4.1074 -0.15
C -0.8624 8.1960 1.8794 -0.05
C 5.8379 0.9877 5.4554 -0.05
C 1.6023 -3.4890 -0.9707 -0.28
C 2.5451 -1.6244 2.3344 -0.06
C -1.3536 -3.4526 6.9880 -0.07
C 0.0157 -2.7166 4.9815 -0.17
C 2.8772 2.1602 1.9594 -0.11
C -3.5100 2.3662 3.0935 0.04
C -0.0768 5.8522 2.2961 -0.17
C -1.2432 3.8902 1.4552 -0.12
C -0.2708 -2.3957 -2.0439 -0.10
C 1.1694 3.9296 1.4861 -0.12
C -2.4803 -1.7116 2.2771 -0.06
C -4.6198 1.6664 5.2958 -0.56
C -0.0212 3.2266 1.2690 -0.25
C -2.8982 2.0632 1.8810 -0.11
C 1.1262 5.2133 2.0127 0.02
C -2.8884 -0.2752 2.5119 -0.10
C 3.4471 2.4756 3.1887 0.04
C 0.7960 -2.2421 7.2994 -0.05
C 3.4825 0.1791 3.8001 0.03
C -0.1564 7.2638 2.8746 -0.56
C 0.7119 -4.0996 -0.0898 -0.05
C 0.0494 1.7085 -2.5572 -0.20
C -1.1624 -2.4839 4.2839 0.02
C 2.4618 3.2785 1.0320 -0.06
C -3.2278 0.2214 -0.6375 -0.02
C 1.2061 -2.4375 4.3130 0.01
C -1.2525 5.1719 1.9746 0.01
C 4.5342 1.8017 5.4112 -0.56
C -1.1462 -3.0321 -1.1768 -0.10
C 1.2281 7.8411 3.1766 -0.07
C 3.3015 0.2568 -0.5547 -0.01
C 0.7810 -4.6008 6.4325 -0.05
C -3.7567 1.2781 6.5053 -0.04
C -2.6363 0.7302 1.5792 -0.17
C 3.0715 -3.8141 -0.9041 -0.05
C -3.4872 0.0724 3.7126 0.03
C -2.4961 3.1933 0.9623 -0.06
C -3.8533 1.3821 4.0088 -0.15
C 1.0972 -2.6222 -1.9329 -0.05
C -0.6489 -3.8758 -0.1923 -0.08
C 2.9192 -0.1821 2.5860 -0.10
H -0.3370 8.2020 0.9229 0.09
H 3.2458 -4.8333 -1.2550 0.08
H -3.6219 1.1975 -0.9294 0.10
H -2.2160 -2.8992 -1.2901 0.10
H -5.6911 -0.2391 5.3323 0.08
H 3.3249 -2.2788 2.7279 0.13
H 1.1273 8.8394 3.6050 0.08
H -1.0428 8.2251 4.6140 0.08
H 2.2909 2.8839 0.0285 0.12
H 1.7719 -2.1430 -2.6336 0.12
H 0.8471 -2.5997 8.3305 0.08
H -5.5619 3.2931 6.3533 0.08
H 4.1520 0.8827 -0.2852 0.11
H 3.4412 -3.7625 0.1215 0.07
H 1.8273 7.9241 2.2685 0.08
H -1.8968 -4.2204 6.4343 0.09
H 0.2833 -1.2785 7.2879 0.09
H -3.3074 3.9191 0.8869 0.13
H 3.6124 3.5226 3.4073 0.11
H -2.1177 -2.7134 4.7400 0.10
H -5.6557 3.4434 4.5968 0.09
H 1.8191 -4.4928 6.1168 0.08
H -1.8903 7.8801 1.6987 0.08
H 4.1833 1.6106 7.5389 0.09
H 6.4234 1.2752 6.3307 0.08
H 1.8150 -2.0828 6.9458 0.07
H -2.2753 2.8090 -0.0351 0.11
H 3.6101 -0.7913 -0.5553 0.09
H 2.9454 0.5296 -1.5478 0.10
H -6.5044 1.0748 6.1875 0.08
H -2.2122 5.6577 2.1177 0.11
H -3.6824 -0.7136 4.4319 0.12
H 1.0933 -4.7468 0.6922 0.12
H 2.7243 1.9838 6.6016 0.09
H 3.6593 -3.1363 -1.5230 0.07
H 5.4225 3.4525 6.4790 0.08
H 2.4245 -1.7993 1.2659 0.10
H -1.2817 -3.7757 8.0277 0.08
H -1.3220 -4.3533 0.5092 0.11
H -0.4456 6.5831 4.9135 0.09
H 0.0319 2.6240 -1.9457 0.08
H 5.6361 -0.0816 5.5167 0.08
H -3.7250 3.4083 3.2923 0.11
H 6.4355 1.1687 4.5606 0.09
H 3.6758 -0.6015 4.5264 0.12
H -4.0370 -0.3701 -0.2060 0.11
H 0.2913 -5.3037 5.7564 0.09
H -1.9256 -2.5233 6.9615 0.08
H -4.2948 1.4886 7.4318 0.08
H 3.9988 3.9079 5.5419 0.08
H -3.5092 0.2161 6.4912 0.07
H -4.1324 3.7845 5.4448 0.08
H -0.8867 9.2176 2.2653 0.08
H -0.8329 1.7372 -3.2115 0.08
H -3.2461 -2.3786 2.6760 0.13
H -6.5058 1.0314 4.4151 0.09
H -2.3494 -1.8972 1.2119 0.10
H 2.1520 -2.6378 4.8062 0.11
H 3.2458 4.0356 0.9801 0.13
H -0.6403 -1.7592 -2.8346 0.10
H 2.0692 5.7136 2.1952 0.10
H 1.7608 7.2173 3.8964 0.08
H 5.5443 3.6004 4.7224 0.09
H 0.9349 1.7690 -3.2052 0.07
H 3.3934 0.3511 6.5794 0.07
H -2.8231 1.8430 6.5095 0.09
H -1.9564 6.8293 4.0300 0.07
H -2.8150 -0.2820 -1.5104 0.09
H 0.7728 -5.0256 7.4391 0.08
```



(2)
# C54H70N10O6

A cluster of 9 separate species, C54H70N10O6 in total at a distorted geometry (the ωB97M-V functional and the def2-TZVPD basis, OMol25).

SMILES   COCCCCCCCCCCCc1cc(OC#N)c2c(c1)C(=O)N(COO)C2=O.c1cc[nH]c1.c1cc[nH]c1.c1cc[nH]c1.c1cc[nH]c1.c1cc[nH]c1.c1cc[nH]c1.c1cc[nH]c1.c1cc[nH]c1
Multiplicity   1
E   -84309.6657 eV

XYZ file:
```
140
Properties=species:S:1:pos:R:3:lowdin_charge:R:1
O -5.9308 1.6537 -5.5532 0.04
O 5.2832 -1.5228 -1.2098 -0.24
O -8.4718 0.3037 -4.7015 0.11
O -8.3449 0.5805 -0.1254 0.15
O -10.5962 -0.8126 -1.3457 -0.12
O -11.7569 -1.4083 -1.8232 -0.03
N -8.5265 3.9090 0.1140 0.02
N 7.9091 -0.7999 12.6222 0.00
N -7.3327 -3.0006 -4.5320 0.00
N 3.0541 -1.4038 3.6696 0.01
N 0.1891 -2.8494 0.0825 0.01
N 3.3699 -0.9488 9.5748 0.01
N 0.1592 -5.5749 -3.0161 0.01
N -9.0613 0.7891 -2.3967 0.10
N -5.9609 3.7226 -6.9199 0.18
N 6.0003 4.3505 0.5703 0.00
C -6.2121 -4.5808 -3.4568 -0.11
C -7.3828 -4.3038 -4.1160 -0.14
C 3.2174 2.1744 -4.0289 -0.20
C -0.8345 3.7912 -1.5094 -0.21
C 3.2819 -0.9599 7.3616 -0.11
C 2.8769 3.2366 -2.8915 -0.22
C -8.0262 6.0639 -0.0268 -0.11
C 1.3895 3.7866 -2.9543 -0.20
C 2.6736 -0.4814 8.4932 -0.14
C -0.9942 -3.3180 0.5895 -0.13
C -6.8640 1.5525 -1.8275 -0.02
C 0.3121 -5.0605 0.0350 -0.14
C -5.7998 1.8749 -4.1649 -0.15
C 1.2691 -5.0778 -3.6412 -0.15
C 1.2949 -5.5760 -4.9201 -0.12
C 2.8060 -1.4153 2.3225 -0.14
C -7.4917 4.8053 0.0774 -0.15
C -8.1652 0.9152 -1.2616 -0.34
C 4.3516 1.2243 -3.4643 -0.23
C 7.8225 -0.8125 10.4075 -0.12
C 4.4111 -1.7274 9.1465 -0.14
C 8.9500 -1.5791 12.1946 -0.14
C -3.3466 3.3354 -1.4012 -0.15
C -5.4298 -3.3968 -3.4705 -0.11
C 4.4031 -1.3088 3.8827 -0.13
C 8.9241 -1.6035 10.8238 -0.11
C 0.1526 -6.4013 -5.0734 -0.12
C -4.6176 2.6478 -2.0444 -0.13
C -1.9881 2.8616 -2.0774 -0.20
C -9.7155 4.5828 0.0425 -0.13
C -9.4375 5.9226 -0.0489 -0.11
C -6.8734 1.4280 -3.2967 0.03
C -4.6316 2.4963 -3.5218 0.09
C 5.0205 -2.0915 -2.4960 -0.22
C 7.9071 3.9109 1.6103 -0.11
C 0.9876 -3.9042 -0.2618 -0.14
C -0.9467 -4.6879 0.5751 -0.10
C 0.6148 3.1461 -1.7087 -0.21
C 7.1109 2.7365 1.6063 -0.11
C 4.4984 -0.1572 -4.2354 -0.19
C 5.0225 -1.2682 2.6588 -0.10
C -5.7154 2.1759 -1.1779 0.04
C 3.8946 -1.3136 -3.3195 -0.17
C 5.9400 3.0399 0.9612 -0.15
C -6.1313 2.8245 -6.2255 -0.26
C -6.1499 -2.4400 -4.1395 -0.14
C 4.0083 -1.3356 1.6688 -0.10
C 6.2381 -0.4429 -1.2899 -0.09
C 7.1946 4.8900 0.9667 -0.15
C 7.2137 -0.3330 11.5388 -0.15
C -8.2356 0.7470 -3.5860 -0.33
C -9.8342 -0.4825 -2.5144 -0.15
C -0.5295 -6.3782 -3.8827 -0.14
C 4.3846 -1.7514 7.7764 -0.11
H -1.7642 -2.6375 0.9161 0.11
H 5.0711 2.4382 0.7452 0.10
H 0.5827 2.0285 -1.8057 0.11
H 4.6048 -3.1311 -2.3381 0.12
H -8.2431 -4.9192 -4.3258 0.10
H -0.1375 -6.9496 -5.9563 0.09
H 2.3187 1.5545 -4.3186 0.11
H -8.4291 2.9100 0.1840 0.11
H 1.4136 4.8980 -2.7793 0.11
H -5.9476 -5.5274 -3.0122 0.09
H -9.1917 -1.3517 -2.8550 0.15
H -11.5094 -2.1553 -2.4099 0.11
H 3.5896 4.1024 -3.0398 0.11
H 2.0499 -5.3692 -5.6627 0.09
H 2.3544 -1.4565 4.3894 0.13
H 1.8094 0.1502 8.6224 0.11
H -3.4446 4.4584 -1.4060 0.13
H 5.0797 -2.2792 7.1417 0.09
H -5.7129 2.2700 -0.0690 0.12
H 4.1448 -1.3262 0.5975 0.07
H -3.3141 2.9490 -0.3387 0.12
H 7.6890 -0.6017 13.5826 0.14
H 1.2417 3.3880 -0.8034 0.10
H 4.1266 1.0043 -2.3791 0.08
H 5.3263 1.7991 -3.4686 0.12
H -4.4507 -3.2617 -3.0379 0.09
H 1.9444 -4.4152 -3.1236 0.08
H 3.1503 -0.7515 10.5356 0.14
H 3.0763 2.8073 -1.8669 0.09
H -0.8341 4.7992 -2.0138 0.11
H 5.0792 -2.1943 9.8526 0.10
H 6.5599 -0.2287 -2.3397 0.08
H -1.4428 -6.8640 -3.5782 0.10
H -7.4660 6.9844 -0.0800 0.09
H -10.5833 -0.3257 -3.3463 0.15
H -10.6537 4.0517 0.0617 0.11
H 1.7979 -1.4805 1.9462 0.08
H -0.9696 3.9052 -0.4020 0.11
H 9.6176 -2.0461 12.9009 0.10
H 5.9417 -2.2124 -3.1326 0.12
H 7.1251 -0.6123 -0.6222 0.10
H 6.3495 0.2993 11.6667 0.10
H 0.6804 -6.0632 -0.1194 0.11
H 9.6189 -2.1316 10.1897 0.09
H 1.9658 -3.7416 -0.6861 0.11
H -3.7957 2.8493 -4.1706 0.12
H 3.0995 -0.9404 -2.6199 0.11
H 5.5934 -0.3152 -4.4548 0.10
H -6.4687 4.4712 0.1275 0.09
H 7.4333 5.9201 0.7560 0.10
H 3.9064 -0.1373 -5.1887 0.10
H -8.0563 -2.5281 -5.0477 0.14
H -10.1669 6.7140 -0.1225 0.09
H 2.9695 -0.7645 6.3487 0.06
H -0.1098 -5.3774 -2.0607 0.09
H -1.7284 -5.3496 0.9140 0.09
H 0.8447 3.5201 -3.8983 0.11
H 5.7184 0.4760 -0.8851 0.08
H 3.6141 2.7475 -4.9083 0.11
H 4.8043 -1.2802 4.8829 0.09
H 7.5107 -0.6179 9.3930 0.09
H 6.0863 -1.1971 2.4928 0.09
H -1.9945 2.9918 -3.1947 0.10
H 5.2793 4.8409 0.0704 0.14
H -5.9270 -1.4106 -4.3728 0.10
H 3.4284 -2.0685 -4.0242 0.10
H -1.7490 1.7984 -1.8136 0.12
H 0.4332 -1.8795 -0.0213 0.14
H 8.8911 4.0252 2.0375 0.09
H 7.3670 1.7778 2.0298 0.09
```